ORCA calculation (wB97M-V/def2-TZVPD) on a 14-piece molecular cluster, C54H99B3F16N20O8S4 overall in a non-equilibrium geometry.

Summary:
Total charge = +4
Molecular weight = 1621.190 g mol⁻¹
Frontier orbital gap = 8.520 eV
Strongest force on any atom = 6.3 eV/Å
E_LUMO = -7.04 eV
HOMO energy = -15.556 eV

Last columns: bonded neighbours and bond lengths (Å).
CARTESIAN COORDINATES (ANGSTROEM)
1 C -0.751 -2.936 -1.838  C2 1.526, H9 1.098, H10 1.096, H11 1.078
2 C -0.562 -3.130 -3.340  C1 1.526, N3 1.445, H12 1.081, H13 1.071
3 N -1.800 -3.290 -4.070  C2 1.445, C4 1.399, C7 1.343
4 C -2.379 -4.513 -4.425  N3 1.399, C5 1.346, H14 1.072
5 C -3.507 -4.238 -5.106  C4 1.346, N6 1.421, H15 1.082
6 N -3.681 -2.828 -5.038  C5 1.421, C7 1.305, C8 1.458
7 C -2.659 -2.316 -4.410  N3 1.343, N6 1.305, H16 1.074
8 C -4.744 -2.129 -5.751  N6 1.458, H17 1.088, H18 1.089, H19 1.093
9 H 0.281 -2.737 -1.520  C1 1.098
10 H -1.057 -3.867 -1.347  C1 1.096
11 H -1.472 -2.200 -1.522  C1 1.078
12 H 0.124 -3.952 -3.487  C2 1.081
13 H -0.242 -2.241 -3.845  C2 1.071
14 H -1.762 -5.370 -4.242  C4 1.072
15 H -4.214 -4.781 -5.719  C5 1.082
16 H -2.530 -1.258 -4.281  C7 1.074
17 H -5.588 -2.744 -6.057  C8 1.088
18 H -4.258 -1.500 -6.496  C8 1.089
19 H -5.168 -1.405 -5.050  C8 1.093
20 C 3.579 0.216 -6.901  C21 1.533, H28 1.110, H29 1.092, H30 1.112
21 C 4.755 0.620 -6.004  C20 1.533, N22 1.437, H31 1.103, H32 1.092
22 N 5.997 0.118 -6.525  C21 1.437, C23 1.400, C26 1.300
23 C 6.380 -1.229 -6.497  N22 1.400, C24 1.337, H33 1.067
24 C 7.368 -1.364 -7.388  C23 1.337, N25 1.386, H34 1.078
25 N 7.609 -0.094 -7.888  C24 1.386, C26 1.301, C27 1.462
26 C 6.740 0.738 -7.391  N22 1.300, N25 1.301, H35 1.075
27 C 8.700 0.248 -8.799  N25 1.462, H36 1.073, H37 1.105, H38 1.088
28 H 3.473 -0.882 -7.022  C20 1.110
29 H 3.764 0.535 -7.928  C20 1.092
30 H 2.625 0.681 -6.569  C20 1.112
31 H 4.478 0.195 -5.025  C21 1.103
32 H 4.941 1.681 -5.823  C21 1.092
33 H 5.818 -1.822 -5.811  C23 1.067
34 H 7.988 -2.170 -7.745  C24 1.078
35 H 6.616 1.771 -7.663  C26 1.075
36 H 9.592 0.385 -8.220  C27 1.073
37 H 8.385 1.211 -9.240  C27 1.105
38 H 8.708 -0.413 -9.664  C27 1.088
39 C 1.636 -2.429 3.983  C40 1.511, H47 1.086, H48 1.094, H49 1.103
40 C 2.016 -3.873 4.212  C39 1.511, N41 1.460, H50 1.104, H51 1.077
41 N 3.405 -4.013 3.784  C40 1.460, C42 1.437, C45 1.276
42 C 3.780 -3.893 2.402  N41 1.437, C43 1.353, H52 1.086
43 C 5.079 -4.262 2.299  C42 1.353, N44 1.448, H53 1.097
44 N 5.487 -4.738 3.604  C43 1.448, C45 1.311, C46 1.442
45 C 4.420 -4.549 4.342  N41 1.276, N44 1.311, H54 1.051
46 C 6.708 -5.376 4.029  N44 1.442, H55 1.105, H56 1.094, H57 1.089
47 H 1.620 -2.196 2.922  C39 1.086
48 H 2.312 -1.729 4.483  C39 1.094
49 H 0.621 -2.199 4.350  C39 1.103
50 H 1.371 -4.556 3.632  C40 1.104
51 H 2.014 -4.141 5.255  C40 1.077
52 H 3.048 -3.675 1.630  C42 1.086
53 H 5.763 -4.320 1.444  C43 1.097
54 H 4.383 -4.780 5.367  C45 1.051
55 H 7.556 -4.757 3.682  C46 1.105
56 H 6.894 -6.353 3.571  C46 1.094
57 H 6.685 -5.502 5.110  C46 1.089
58 C 6.068 -0.340 3.246  C59 1.526, H66 1.092, H67 1.085, H68 1.104
59 C 6.211 0.333 1.884  C58 1.526, N60 1.452, H69 1.096, H70 1.086
60 N 5.640 -0.463 0.812  C59 1.452, C61 1.381, C64 1.311
61 C 6.280 -1.507 0.173  N60 1.381, C62 1.369, H71 1.110
62 C 5.393 -1.981 -0.756  C61 1.369, N63 1.393, H72 1.080
63 N 4.217 -1.264 -0.548  C62 1.393, C64 1.301, C65 1.468
64 C 4.417 -0.348 0.354  N60 1.311, N63 1.301, H73 1.077
65 C 2.898 -1.514 -1.143  N63 1.468, H74 1.086, H75 1.081, H76 1.075
66 H 5.022 -0.358 3.559  C58 1.092
67 H 6.604 0.258 3.976  C58 1.085
68 H 6.506 -1.350 3.326  C58 1.104
69 H 7.219 0.655 1.598  C59 1.096
70 H 5.620 1.240 1.972  C59 1.086
71 H 7.323 -1.743 0.472  C61 1.110
72 H 5.385 -2.801 -1.459  C62 1.080
73 H 3.695 0.300 0.822  C64 1.077
74 H 2.267 -0.651 -0.952  C65 1.086
75 H 2.525 -2.435 -0.718  C65 1.081
76 H 3.037 -1.552 -2.208  C65 1.075
77 C -0.878 4.658 -5.102  C78 1.519, H85 1.090, H86 1.081, H87 1.123
78 C 0.110 5.377 -4.200  C77 1.519, N79 1.471, H88 1.099, H89 1.071
79 N -0.001 4.949 -2.797  C78 1.471, C80 1.403, C83 1.317
80 C -1.120 5.045 -1.955  N79 1.403, C81 1.335, H90 1.088
81 C -0.646 4.833 -0.725  C80 1.335, N82 1.395, H91 1.081
82 N 0.709 4.513 -0.809  C81 1.395, C83 1.287, C84 1.420
83 C 1.025 4.587 -2.054  N79 1.317, N82 1.287, H92 1.097
84 C 1.574 4.315 0.300  N82 1.420, H93 1.118, H94 1.097, H95 1.099
85 H -0.583 4.818 -6.139  C77 1.090
86 H -1.903 4.966 -4.947  C77 1.081
87 H -0.834 3.540 -5.005  C77 1.123
88 H -0.026 6.465 -4.261  C78 1.099
89 H 1.155 5.196 -4.355  C78 1.071
90 H -2.056 5.444 -2.340  C80 1.088
91 H -1.186 4.741 0.207  C81 1.081
92 H 2.025 4.349 -2.437  C83 1.097
93 H 2.190 5.247 0.356  C84 1.118
94 H 2.174 3.443 0.014  C84 1.097
95 H 0.968 4.059 1.181  C84 1.099
96 C -3.168 -3.009 4.005  C97 1.520, H104 1.070, H105 1.075, H106 1.100
97 C -4.256 -3.801 3.298  C96 1.520, N98 1.424, H107 1.088, H108 1.097
98 N -3.855 -4.337 2.042  C97 1.424, C99 1.413, C102 1.295
99 C -3.034 -5.482 1.933  N98 1.413, C100 1.335, H109 1.082
100 C -2.990 -5.824 0.644  C99 1.335, N101 1.378, H110 1.086
101 N -3.890 -5.006 -0.006  C100 1.378, C102 1.295, C103 1.458
102 C -4.364 -4.172 0.863  N98 1.295, N101 1.295, H111 1.061
103 C -4.130 -4.929 -1.442  N101 1.458, H112 1.094, H113 1.092, H114 1.090
104 H -2.712 -2.219 3.445  C96 1.070
105 H -2.437 -3.594 4.534  C96 1.075
106 H -3.751 -2.500 4.788  C96 1.100
107 H -5.129 -3.186 3.085  C97 1.088
108 H -4.538 -4.643 3.941  C97 1.097
109 H -2.650 -5.871 2.867  C99 1.082
110 H -2.600 -6.699 0.132  C100 1.086
111 H -4.937 -3.316 0.612  C102 1.061
112 H -3.317 -4.291 -1.799  C103 1.094
113 H -5.054 -4.370 -1.604  C103 1.092
114 H -4.060 -5.929 -1.871  C103 1.090
115 C -1.943 1.291 4.987  C116 1.554, H123 1.071, H124 1.100, H125 1.097
116 C -0.651 0.912 5.763  C115 1.554, N117 1.473, H126 1.093, H127 1.077
117 N -0.090 2.084 6.457  C116 1.473, C118 1.399, C121 1.310
118 C -0.127 2.308 7.837  N117 1.399, C119 1.329, H128 1.065
119 C 0.401 3.515 8.009  C118 1.329, N120 1.390, H129 1.088
120 N 0.816 3.988 6.770  C119 1.390, C121 1.282, C122 1.459
121 C 0.551 3.083 5.902  N117 1.310, N120 1.282, H130 1.066
122 C 1.347 5.333 6.574  N120 1.459, H131 1.088, H132 1.089, H133 1.087
123 H -1.736 1.854 4.101  C115 1.071
124 H -2.655 1.844 5.618  C115 1.100
125 H -2.398 0.319 4.755  C115 1.097
126 H 0.143 0.562 5.098  C116 1.093
127 H -0.893 0.158 6.494  C116 1.077
128 H -0.608 1.653 8.525  C118 1.065
129 H 0.624 4.164 8.853  C119 1.088
130 H 0.814 3.162 4.873  C121 1.066
131 H 0.531 6.039 6.716  C122 1.088
132 H 1.596 5.545 5.536  C122 1.089
133 H 2.233 5.534 7.171  C122 1.087
134 C -1.263 -0.244 1.205  C135 1.513, H142 1.090, H143 1.068, H144 1.087
135 C -1.133 1.188 0.736  C134 1.513, N136 1.451, H145 1.090, H146 1.092
136 N -1.086 1.208 -0.714  C135 1.451, C137 1.415, C140 1.306
137 C -2.212 1.073 -1.561  N136 1.415, C138 1.335, H147 1.074
138 C -1.738 1.085 -2.808  C137 1.335, N139 1.380, H148 1.078
139 N -0.377 1.309 -2.765  C138 1.380, C140 1.314, C141 1.439
140 C -0.048 1.350 -1.494  N136 1.306, N139 1.314, H149 1.063
141 C 0.511 1.400 -3.894  N139 1.439, H150 1.094, H151 1.096, H152 1.086
142 H -1.111 -0.298 2.282  C134 1.090
143 H -0.504 -0.896 0.830  C134 1.068
144 H -2.279 -0.560 0.982  C134 1.087
145 H -0.157 1.616 0.964  C135 1.090
146 H -1.941 1.749 1.210  C135 1.092
147 H -3.224 0.961 -1.220  C137 1.074
148 H -2.227 1.006 -3.766  C138 1.078
149 H 0.929 1.569 -1.135  C140 1.063
150 H 1.108 2.316 -3.848  C141 1.094
151 H -0.012 1.292 -4.851  C141 1.096
152 H 1.255 0.614 -3.802  C141 1.086
153 C -6.216 1.078 1.660  C154 1.537, H161 1.081, H162 1.087, H163 1.095
154 C -5.870 -0.099 2.585  C153 1.537, N155 1.450, H164 1.096, H165 1.090
155 N -6.153 0.298 3.951  C154 1.450, C156 1.425, C159 1.324
156 C -6.455 -0.561 5.047  N155 1.425, C157 1.339, H166 1.087
157 C -6.543 0.248 6.111  C156 1.339, N158 1.385, H167 1.088
158 N -6.346 1.552 5.687  C157 1.385, C159 1.296, C160 1.450
159 C -6.112 1.538 4.413  N155 1.324, N158 1.296, H168 1.063
160 C -6.338 2.675 6.605  N158 1.450, H169 1.093, H170 1.100, H171 1.067
161 H -6.256 0.678 0.656  C153 1.081
162 H -5.541 1.930 1.683  C153 1.087
163 H -7.229 1.437 1.873  C153 1.095
164 H -4.805 -0.326 2.462  C154 1.096
165 H -6.446 -0.952 2.226  C154 1.090
166 H -6.787 -1.587 4.908  C156 1.087
167 H -6.922 0.056 7.112  C157 1.088
168 H -5.884 2.385 3.813  C159 1.063
169 H -5.478 2.572 7.272  C160 1.093
170 H -7.329 2.795 7.067  C160 1.100
171 H -6.165 3.495 5.945  C160 1.067
172 B 3.709 1.616 -2.152  F173 1.418, F174 1.500, F175 1.389, F176 1.411
173 F 3.368 0.564 -3.039  B172 1.418
174 F 2.806 1.436 -0.968  B172 1.500
175 F 5.004 1.447 -1.678  B172 1.389
176 F 3.469 2.852 -2.791  B172 1.411
177 B 2.125 0.963 3.017  F178 1.388, F179 1.496, F180 1.421, F181 1.417
178 F 2.240 0.317 4.240  B177 1.388
179 F 1.770 -0.015 1.942  B177 1.496
180 F 1.056 1.897 2.968  B177 1.421
181 F 3.343 1.567 2.617  B177 1.417
182 B -4.923 -1.527 -1.174  F183 1.459, F184 1.415, F185 1.453, F186 1.402
183 F -3.574 -2.070 -1.044  B182 1.459
184 F -5.629 -2.220 -2.185  B182 1.415
185 F -5.593 -1.767 0.092  B182 1.453
186 F -4.882 -0.142 -1.394  B182 1.402
187 N -1.700 0.457 -6.214  S188 1.677, S192 1.539
188 S -3.113 1.299 -6.540  N187 1.677, O189 1.375, O190 1.381, F191 1.625
189 O -4.013 0.554 -7.263  S188 1.375
190 O -2.633 2.564 -6.818  S188 1.381
191 F -3.703 1.437 -5.032  S188 1.625
192 S -0.874 -0.684 -6.836  N187 1.539, O193 1.413, O194 1.401, F195 1.760
193 O 0.240 -0.162 -7.529  S192 1.413
194 O -1.570 -1.820 -7.271  S192 1.401
195 F -0.215 -1.174 -5.279  S192 1.760
196 N -2.761 5.232 3.157  S197 1.482, S201 1.560
197 S -1.304 4.967 3.127  N196 1.482, O198 1.450, O199 1.431, F200 1.565
198 O -0.975 3.852 2.262  S197 1.450
199 O -0.727 4.974 4.436  S197 1.431
200 F -0.668 6.163 2.342  S197 1.565
201 S -4.232 4.968 3.607  N196 1.560, O202 1.400, O203 1.419, F204 1.573
202 O -4.731 5.857 4.567  S201 1.400
203 O -4.364 3.573 3.830  S201 1.419
204 F -5.011 5.230 2.266  S201 1.573

These are the Mulliken partial charges, in e, on atoms 1 to 8: 0.42 -0.11 0.60 -0.50 -0.87 0.44 -0.72 -0.91